{"formula": "C17H20N2O", "method": "ωB97M-V/def2-TZVPD", "symbols": ["C", "C", "N", "C", "O", "C", "C", "C", "C", "C", "C", "C", "C", "C", "C", "C", "C", "N", "C", "C", "H", "H", "H", "H", "H", "H", "H", "H", "H", "H", "H", "H", "H", "H", "H", "H", "H", "H", "H", "H"], "xyz": [[-4.467531, -0.728451, 1.274398], [-2.943696, -0.842232, 1.355161], [-2.325429, 0.027830, 0.376685], [-1.287030, 0.841533, 0.682297], [-0.804868, 0.891369, 1.793044], [-0.796184, 1.698500, -0.473093], [0.730937, 1.685933, -0.534858], [1.269814, 2.686997, -1.561525], [2.770481, 2.640826, -1.599972], [3.434653, 1.843810, -2.522690], [4.816744, 1.776991, -2.533279], [5.553666, 2.505955, -1.616219], [4.900975, 3.301063, -0.689501], [3.519486, 3.366279, -0.682060], [-2.530602, -2.286730, 1.183268], [-2.398618, -3.113268, 2.293253], [-2.058191, -4.442337, 2.101947], [-1.847567, -4.976319, 0.911137], [-1.968790, -4.191789, -0.144376], [-2.309065, -2.850265, -0.067500], [-4.821209, -1.074935, 0.304608], [-4.774983, 0.305028, 1.414777], [-4.928080, -1.339509, 2.045904], [-2.591954, -0.488076, 2.330806], [-2.704546, 0.020844, -0.556106], [-1.221890, 1.360968, -1.419927], [-1.138293, 2.720518, -0.287962], [1.076705, 0.681620, -0.790815], [1.120451, 1.926298, 0.455485], [0.936685, 3.691533, -1.290807], [0.865038, 2.447100, -2.547704], [2.864302, 1.273317, -3.242639], [5.319748, 1.154731, -3.259400], [6.632518, 2.454822, -1.623569], [5.470564, 3.871849, 0.029497], [3.014018, 3.988830, 0.042510], [-2.553303, -2.723035, 3.287517], [-1.945717, -5.115402, 2.941793], [-1.785962, -4.664319, -1.100922], [-2.391903, -2.263152, -0.969461]], "atomic_forces_ev_per_a": [[0.2, 0.1, 0.1], [-0.1, 0.0, 0.2], [-0.4, -0.3, -0.1], [-0.1, 0.2, -0.5], [0.2, 0.1, 0.3], [0.3, -0.1, 0.3], [-0.2, 0.2, -0.1], [0.0, -0.3, 0.2], [-0.1, 0.1, -0.1], [0.0, 0.0, 0.0], [0.1, -0.1, 0.0], [0.1, 0.0, 0.0], [0.1, 0.0, 0.1], [0.0, 0.0, 0.0], [0.1, -0.1, 0.1], [0.0, 0.0, -0.2], [-0.1, 0.1, 0.3], [0.2, -0.5, 0.0], [-0.1, 0.2, -0.3], [0.0, 0.0, 0.2], [-0.1, -0.1, -0.1], [0.0, 0.1, 0.0], [-0.1, -0.1, 0.0], [-0.1, -0.1, -0.2], [0.1, 0.1, 0.0], [-0.1, 0.0, 0.0], [-0.1, 0.0, 0.0], [0.1, 0.0, 0.0], [0.0, -0.1, 0.0], [0.0, 0.0, -0.1], [0.0, 0.1, 0.0], [-0.1, 0.0, -0.1], [0.0, 0.0, -0.1], [0.1, 0.0, 0.0], [0.0, 0.0, 0.1], [-0.1, 0.1, 0.1], [0.0, 0.0, 0.1], [0.0, 0.0, 0.1], [0.0, 0.0, -0.1], [0.0, 0.0, -0.1]], "lumo_energy_ev": 0.5897, "smiles": "C[C@H](NC(=O)CCCc1ccccc1)c1ccncc1", "orbital_gap_ev": 9.7, "de_lowest_ev": 0.6674, "multiplicity": 1}